{"formula": "C17H14Cl4N2O5S2Y", "method": "ωB97M-V/def2-TZVPD", "elements": ["Y", "Cl", "C", "C", "C", "C", "C", "Cl", "C", "S", "H", "H", "H", "O", "C", "C", "O", "C", "C", "O", "C", "O", "O", "C", "H", "H", "H", "Cl", "C", "Cl", "H", "H", "C", "N", "C", "C", "N", "C", "S", "H", "H", "H", "H", "H", "H"], "xyz": [[-0.9411, 0.1877, -1.6964], [-1.4760, 2.7847, -0.2693], [0.2233, 3.2131, -0.2215], [0.7040, 3.7198, 0.9694], [2.0488, 4.0339, 1.0738], [2.8813, 3.8273, -0.0131], [2.3649, 3.3129, -1.1901], [3.4809, 3.0712, -2.5069], [1.0132, 2.9753, -1.3548], [0.3693, 2.3187, -2.8406], [0.0322, 3.8466, 1.8066], [2.4506, 4.4166, 2.0019], [3.9377, 4.0490, 0.0451], [1.9398, -3.7469, 2.4458], [1.4412, -2.9919, 1.6476], [1.2996, -1.4878, 1.7975], [1.5716, -0.8421, 2.7949], [0.6526, -1.0285, 0.5697], [0.3258, -2.1208, -0.2581], [-0.3503, -1.9565, -1.3443], [0.7357, -3.3798, 0.3566], [0.4919, -4.5180, -0.0021], [0.2877, 0.1681, 0.2793], [-2.7958, 0.1952, -3.2380], [-3.2816, -0.7842, -3.3417], [-2.5128, 0.5201, -4.2499], [-3.5851, 0.8892, -2.9119], [0.5553, -0.8475, -4.2818], [2.2074, -0.3144, -3.8923], [2.6482, -0.7182, -2.2327], [2.2256, 0.7666, -3.9858], [2.8851, -0.8208, -4.5690], [-1.6305, 0.2937, 2.8449], [-1.8251, -1.0777, 2.4010], [-1.3602, -2.2083, 3.0530], [-1.6682, -3.2700, 2.2841], [-2.3219, -2.7714, 1.1750], [-2.4057, -1.4252, 1.2367], [-3.1500, -0.4163, 0.0816], [-0.8523, 0.2906, 3.6040], [-2.5622, 0.6986, 3.2388], [-1.2900, 0.8850, 1.9987], [-0.8007, -2.1433, 3.9685], [-1.4327, -4.3126, 2.3939], [-2.5315, -3.2819, 0.3320]], "total_charge": -1, "lumo_ev": 2.6, "e_tot_ha": -3817.63696}

=====

{"formula": "C9H26Hg2O9", "method": "ωB97M-V/def2-TZVPD", "elements": ["Hg", "Hg", "C", "C", "O", "O", "H", "H", "H", "C", "C", "O", "O", "H", "H", "H", "C", "O", "H", "H", "H", "H", "C", "O", "H", "H", "H", "H", "C", "O", "H", "H", "H", "H", "C", "O", "H", "H", "H", "H", "C", "O", "H", "H", "H", "H"], "xyz": [[-0.7894, 12.2334, -14.0866], [1.3162, 13.2504, -10.9707], [-2.3914, 15.4569, -11.5438], [-1.1969, 14.5150, -11.3175], [-0.3022, 14.8206, -10.4235], [-1.0351, 13.5473, -12.1335], [-3.1661, 15.0958, -12.2202], [-1.9240, 16.3552, -11.9472], [-2.9345, 15.6381, -10.6163], [1.4170, 9.0024, -12.0385], [0.6685, 10.1806, -12.6556], [0.9308, 11.3005, -12.2654], [-0.1140, 10.0879, -13.6206], [0.8685, 8.1319, -12.3983], [1.4079, 9.0620, -10.9501], [2.4342, 8.8404, -12.3950], [3.7643, 9.1753, -14.9046], [4.7118, 9.7247, -15.8152], [3.1866, 8.3915, -15.3946], [4.2751, 8.9651, -13.9649], [3.0411, 9.9743, -14.7412], [4.2963, 10.3368, -16.4270], [-0.6724, 11.6133, -9.1679], [0.5029, 12.3884, -9.0270], [-0.6623, 11.1188, -10.1392], [-0.5088, 10.7790, -8.4858], [-1.6189, 12.1421, -9.0559], [0.4900, 12.7705, -8.1464], [3.9962, 11.6729, -10.9119], [3.1548, 12.1337, -9.9281], [3.5703, 11.9258, -11.8829], [4.9906, 12.1181, -10.8819], [4.0276, 10.5880, -10.8111], [3.4899, 11.8418, -9.0772], [-2.4585, 7.9067, -11.6306], [-2.1303, 7.7905, -12.9870], [-3.0874, 7.0708, -11.3240], [-1.5382, 7.7301, -11.0739], [-2.8813, 8.8903, -11.4260], [-1.4641, 8.4686, -13.1203], [-1.3925, 11.8339, -17.3952], [-0.8522, 11.2238, -16.2286], [-2.4182, 11.6634, -17.7225], [-1.3354, 12.9223, -17.3855], [-0.8219, 11.5844, -18.2897], [-0.9229, 10.2838, -16.4105]], "total_charge": 2, "lumo_ev": -9.5, "e_tot_ha": -1341.76063}

=====

{"formula": "C26H22N3O2RuS", "method": "ωB97M-V/def2-TZVPD", "elements": ["Ru", "O", "C", "C", "C", "C", "C", "C", "C", "N", "C", "C", "N", "C", "C", "C", "C", "C", "C", "C", "O", "H", "H", "H", "H", "H", "H", "H", "H", "H", "H", "H", "H", "H", "H", "C", "C", "C", "C", "C", "C", "C", "C", "C", "S", "C", "N", "H", "H", "H", "H", "H", "H", "H", "H"], "xyz": [[-0.2276, -0.0608, -0.0915], [-1.0170, -1.0377, -1.6819], [-2.2633, -1.3832, -1.7888], [-2.5979, -2.4359, -2.6721], [-3.9023, -2.8175, -2.8552], [-4.9506, -2.1761, -2.1820], [-4.6536, -1.1475, -1.3276], [-3.3254, -0.7316, -1.1061], [-3.1284, 0.3711, -0.2194], [-2.0162, 0.8819, 0.1781], [-2.0661, 1.9422, 1.1823], [-1.2003, 1.4435, 2.3275], [0.0965, 1.1872, 1.7152], [1.1371, 1.6472, 2.3005], [2.4485, 1.7201, 1.7387], [3.5347, 2.0714, 2.5553], [4.7974, 2.2182, 2.0393], [4.9814, 2.0303, 0.6598], [3.9383, 1.7158, -0.1720], [2.6126, 1.5503, 0.3277], [1.6543, 1.2653, -0.4678], [-1.7876, -2.9313, -3.1894], [-4.1248, -3.6328, -3.5329], [-5.9739, -2.4880, -2.3370], [-5.4489, -0.6321, -0.8004], [-4.0469, 0.8288, 0.1532], [-3.0955, 2.1490, 1.4821], [-1.6187, 2.8492, 0.7712], [-1.6241, 0.5169, 2.7254], [-1.1269, 2.1767, 3.1337], [1.0159, 2.0883, 3.2952], [3.3564, 2.2250, 3.6147], [5.6320, 2.4806, 2.6742], [5.9748, 2.1397, 0.2399], [4.0946, 1.5785, -1.2348], [1.6567, -0.1835, -2.8803], [2.0306, -1.2463, -1.8903], [3.0483, -2.1613, -2.2627], [3.3606, -3.2183, -1.4703], [2.6137, -3.4392, -0.2929], [2.8045, -4.5730, 0.5280], [1.9967, -4.7718, 1.6102], [0.9723, -3.8598, 1.9125], [0.7731, -2.7363, 1.1487], [-0.4952, -1.5887, 1.5374], [1.6202, -2.4931, 0.0280], [1.3962, -1.3740, -0.7380], [2.3170, -0.2432, -3.7445], [1.7266, 0.8049, -2.4381], [0.6332, -0.3536, -3.2155], [3.5638, -1.9951, -3.1982], [4.1408, -3.9164, -1.7483], [3.5805, -5.2824, 0.2701], [2.1292, -5.6442, 2.2367], [0.3252, -4.0431, 2.7610]], "total_charge": 0, "multiplicity": 2, "lumo_ev": [0.1, -0.2], "s2": 0.759, "e_tot_ha": -1811.85029}

=====

{"formula": "C2H9N2OP", "method": "ωB97M-V/def2-TZVPD", "elements": ["H", "N", "P", "N", "H", "H", "C", "C", "O", "H", "H", "H", "H", "H", "H"], "xyz": [[3.2400, 0.9125, 0.1685], [2.8099, 0.5501, -0.6385], [2.0696, -0.7586, -0.2788], [1.5588, -1.4908, -1.7427], [0.9031, -2.2609, -1.6611], [1.7386, -0.9630, -2.5826], [-0.9350, 1.4720, 0.4518], [-0.9732, 0.0106, 0.7043], [-1.0195, -0.7049, -0.5358], [-0.9245, 2.1007, 1.3386], [-0.0020, 1.6513, -0.0459], [-1.7729, 1.8641, -0.1082], [-1.7770, -0.3049, 1.3170], [-0.0419, -0.3187, 1.0371], [-1.8940, -0.2680, -0.9640]], "total_charge": 0, "smiles": "[H]/N=P/N.CCO", "lumo_ev": 0.9, "e_tot_ha": -607.67295}

=====

{"formula": "C6H12F2N2", "method": "ωB97M-V/def2-TZVPD", "elements": ["C", "C", "C", "C", "C", "C", "N", "N", "F", "F", "H", "H", "H", "H", "H", "H", "H", "H", "H", "H", "H", "H"], "xyz": [[-0.5982, -0.6522, -0.6264], [-0.2404, 0.8198, -0.9854], [0.1694, -0.9944, 0.6284], [0.4090, 0.8776, -2.3693], [1.3688, -2.0292, 0.5314], [-1.3279, 1.0836, 2.4271], [0.5221, 1.1501, 0.1267], [0.7888, 0.3346, 1.0971], [-1.6693, 1.7339, 1.2562], [-1.5768, 1.8737, 3.4909], [-1.7230, -0.8711, -0.4109], [-0.4146, -1.2698, -1.4901], [-1.1726, 1.2780, -1.0464], [-0.3886, -1.3620, 1.5404], [1.2987, 1.6698, -2.4352], [-0.3120, 0.8749, -3.2034], [0.8503, -0.0727, -2.5395], [1.7903, -2.0253, 1.5310], [2.2134, -1.6219, -0.1687], [0.9956, -3.0029, -0.0471], [-1.8575, 0.1176, 2.2944], [0.8745, 2.0881, 0.3984]], "total_charge": 0, "lumo_ev": [0.7, 0.9], "e_tot_ha": -544.86337}

=====

{"formula": "C2H9NOSi", "method": "ωB97M-V/def2-TZVPD", "elements": ["C", "C", "N", "O", "Si", "H", "H", "H", "H", "H", "H", "H", "H", "H"], "xyz": [[0.3349, -2.0891, 0.3810], [1.5447, 0.0064, 0.1735], [0.5695, -0.7487, -0.1722], [-1.2127, 0.4654, 0.6672], [-1.5242, 1.9084, 1.2423], [-0.2331, -2.7905, -0.2094], [1.2030, -2.4885, 0.9150], [-0.4075, -1.9206, 1.0949], [1.3231, 1.0210, -0.2014], [2.5401, -0.5087, 0.5082], [-0.7254, 0.9960, -3.8197], [0.0610, 0.8408, -3.8588], [-0.6299, 2.7762, 1.9633], [-2.8434, 2.5320, 1.3161]], "total_charge": 0, "lumo_ev": -0.6, "e_tot_ha": -500.92669}

=====

{"formula": "C21H28MoNOS2", "method": "ωB97M-V/def2-TZVPD", "elements": ["Mo", "S", "C", "C", "C", "C", "C", "C", "S", "H", "H", "H", "H", "C", "C", "C", "O", "H", "H", "H", "H", "H", "H", "H", "C", "C", "C", "C", "C", "C", "C", "C", "C", "C", "C", "C", "N", "H", "H", "H", "H", "H", "H", "H", "H", "H", "H", "H", "H", "H", "H", "H", "H", "H"], "xyz": [[-0.3924, -1.1061, 0.3786], [1.1994, -2.7574, -0.1996], [2.2925, -2.1297, 1.0391], [3.6643, -2.3287, 0.8610], [4.5558, -2.0117, 1.8634], [4.1003, -1.4818, 3.0670], [2.7535, -1.2588, 3.2538], [1.8295, -1.5815, 2.2548], [0.1172, -1.4313, 2.6593], [3.9983, -2.7754, -0.0622], [5.6091, -2.1793, 1.7160], [4.7968, -1.2741, 3.8649], [2.3822, -0.8659, 4.1887], [-3.2670, -3.1681, -1.1668], [-2.8424, -2.9436, 0.2836], [-3.9944, -2.4183, 1.1422], [-1.7882, -2.0553, 0.3112], [-4.0832, -3.8819, -1.2071], [-2.4281, -3.5478, -1.7527], [-3.5987, -2.2226, -1.5916], [-2.4636, -3.8855, 0.7181], [-4.4779, -1.5811, 0.6456], [-3.6142, -2.0850, 2.1081], [-4.7299, -3.2011, 1.2995], [2.8954, 0.7746, -1.2000], [2.5245, 1.9652, -0.3129], [2.6025, 1.6148, 1.1751], [1.1780, 2.5305, -0.7076], [1.1170, 3.8389, -1.1542], [-0.0631, 4.3953, -1.6098], [-1.2052, 3.6182, -1.6583], [-1.2032, 2.3057, -1.2183], [-2.4690, 1.4997, -1.4149], [-3.1411, 1.1176, -0.0945], [-2.2126, 0.3038, -2.3387], [-0.0058, 1.7472, -0.6955], [-0.0077, 0.4942, -0.1942], [3.8962, 0.4297, -0.9560], [2.8748, 1.0704, -2.2443], [2.1925, -0.0522, -1.0640], [3.2698, 2.7474, -0.4973], [1.7519, 0.9974, 1.4854], [2.5994, 2.5191, 1.7789], [3.5255, 1.0734, 1.3740], [2.0150, 4.4386, -1.1534], [-0.0853, 5.4172, -1.9509], [-2.1164, 4.0445, -2.0530], [-3.1791, 2.1493, -1.9433], [-2.4734, 0.5333, 0.5660], [-4.0440, 0.5461, -0.2998], [-3.4257, 2.0203, 0.4402], [-1.6071, -0.4782, -1.8421], [-1.6683, 0.6365, -3.2199], [-3.1544, -0.1280, -2.6696]], "total_charge": 1, "lumo_ev": [-5.6, -5.6], "e_tot_ha": -1811.35046}

=====

{"formula": "ClH2O3PS", "method": "ωB97M-V/def2-TZVPD", "elements": ["O", "O", "O", "P", "S", "Cl", "H", "H"], "xyz": [[-0.5094, -0.6804, -1.1783], [1.0333, 0.5363, 0.6051], [0.7400, -0.5750, -1.7865], [1.6660, 0.6340, -0.9031], [4.2769, -0.3300, -0.2668], [0.6505, 2.3004, -1.4259], [-0.9425, 0.1024, -1.5842], [1.8071, 0.3452, 1.2530]], "total_charge": 0, "lumo_ev": [-2.7, -2.6], "e_tot_ha": -1426.51286}